Record 1
C36H29IN5O5P | ωB97M-V/def2-TZVPD

The total charge is 0. The HOMO-LUMO gap is 0.269 hartree. Its lowest unoccupied orbital energy is -0.61 eV. As for the total energy: -2678.2182 Eh. The maximum force comes out at 2.36 eV/Å.

Last column: Mulliken charge in e.
CARTESIAN COORDINATES (ANGSTROEM)
1 C 3.42822 -0.99640 -0.28170  -0.819
2 P 1.99824 -0.62335 -1.43759  0.065
3 O 2.57841 0.28438 -2.73622  -0.403
4 C 0.85651 0.38416 -0.36547  1.236
5 C 0.99928 1.76760 -0.10130  -0.467
6 I 2.60019 2.95045 -0.87774  0.073
7 C 0.07015 2.46910 0.69547  -0.511
8 C -1.01788 1.80714 1.28136  -1.011
9 C -1.15125 0.43838 1.01693  0.671
10 C -0.24673 -0.28434 0.20896  -0.190
11 C -0.55811 -1.77160 -0.01633  -0.320
12 O 0.28743 -2.62480 -0.00457  -0.498
13 C -2.04889 -2.06069 -0.23591  1.191
14 C -2.50452 -2.95925 -1.20180  -1.035
15 C -3.88302 -3.13650 -1.36626  -0.285
16 O -4.38323 -4.00980 -2.33799  -0.573
17 C -4.85118 -2.40969 -0.54804  -0.577
18 C -4.33687 -1.51375 0.42380  1.088
19 N -5.19601 -0.69518 1.30817  -0.622
20 C -5.36352 -1.40332 2.31057  0.567
21 O -5.39039 -2.07623 3.26634  -0.455
22 C -2.95078 -1.34002 0.57681  -0.065
23 C -2.33940 -0.35558 1.58210  -0.113
24 O -2.72122 -0.23725 2.71677  -0.540
25 H 4.22997 -1.54976 -0.79258  0.400
26 H 3.76414 -0.02939 0.14372  0.088
27 H 3.01368 -1.57591 0.56509  0.322
28 H 3.52863 0.08985 -2.77009  0.324
29 H 0.21282 3.54642 0.84213  0.332
30 H -1.75995 2.30147 1.91576  0.501
31 H -1.79511 -3.50775 -1.82907  0.520
32 H -4.48264 -3.48012 -3.14458  0.309
33 H -5.92505 -2.54247 -0.70536  0.577
34 C 6.55126 2.95094 1.70528  -0.246
35 C 6.29164 2.55181 0.40495  -0.473
36 C 6.35026 1.19928 0.10997  -0.354
37 N 6.64608 0.25608 1.00489  -0.507
38 C 6.89430 0.66178 2.25064  -0.431
39 C 6.85896 1.98842 2.65242  -0.349
40 H 6.51451 3.99859 1.97730  0.406
41 H 6.04873 3.27273 -0.36393  0.551
42 H 6.15123 0.83972 -0.89434  0.465
43 H 7.13364 -0.12786 2.95488  0.576
44 H 7.06770 2.25924 3.67888  0.379
45 C -8.59146 -1.48810 -5.01597  -0.425
46 C -8.01760 -2.74761 -5.09416  -0.619
47 C -7.05292 -3.08720 -4.16001  -0.209
48 N -6.63904 -2.27070 -3.18341  -0.101
49 C -7.20518 -1.06736 -3.13191  0.013
50 C -8.17955 -0.62646 -4.01450  -0.421
51 H -9.34981 -1.18375 -5.72720  0.378
52 H -8.31051 -3.44966 -5.86316  0.382
53 H -6.57581 -4.06243 -4.18292  0.395
54 H -6.84967 -0.43029 -2.33065  0.522
55 H -8.60334 0.36298 -3.91780  0.220
56 C -6.82145 4.17064 -0.32330  -0.233
57 C -7.59651 3.86730 -1.43362  -0.659
58 C -7.68342 2.54235 -1.82818  -0.020
59 N -7.06119 1.54238 -1.19912  -0.219
60 C -6.32221 1.85213 -0.14089  -0.134
61 C -6.16856 3.14463 0.34018  -0.750
62 H -6.72756 5.19432 0.01840  0.388
63 H -8.11976 4.64062 -1.97985  0.378
64 H -8.27752 2.25509 -2.68884  0.203
65 H -5.83018 1.00202 0.33455  0.723
66 H -5.55462 3.34000 1.20924  0.400
67 C 11.10198 -1.90121 3.99760  -0.501
68 C 10.02493 -1.16908 3.52638  -0.154
69 C 10.22653 0.16619 3.21235  -0.028
70 N 11.39929 0.79003 3.34097  -0.513
71 C 12.42237 0.06672 3.79798  -0.262
72 C 12.32900 -1.27434 4.13730  -0.305
73 H 10.98655 -2.94751 4.25297  0.364
74 H 9.05038 -1.62299 3.40421  0.319
75 H 9.41595 0.77866 2.83729  0.345
76 H 13.36160 0.60098 3.89388  0.365
77 H 13.19409 -1.81206 4.50146  0.363

***

Record 2
C3H7ClS | ωB97M-V/def2-TZVPD

The total charge is 0. The HOMO-LUMO gap is 0.339 hartree. Its lowest unoccupied orbital energy is 0.42 eV. As for the total energy: -976.8170 Eh. The maximum force comes out at 3.66 eV/Å.

Last column: Mulliken charge in e.
CARTESIAN COORDINATES (ANGSTROEM)
1 C -3.18317 -0.76732 -0.79957  -0.755
2 S -1.36320 -0.69529 -0.51134  0.053
3 Cl -1.12132 0.48814 1.09531  -0.149
4 H -3.61018 -1.77280 -0.52330  0.264
5 H -3.49897 -0.00572 -0.22278  0.298
6 H -3.24938 -0.49274 -1.83194  0.288
7 C 2.70997 0.81731 1.07873  -0.489
8 C 2.59463 0.17906 -0.10030  -0.461
9 H 2.50786 1.85895 1.02068  0.222
10 H 3.13535 0.46491 1.97858  0.282
11 H 2.94995 -0.84286 -0.28515  0.233
12 H 2.12846 0.76836 -0.89891  0.214

***

Record 3
C12H9AuN2O4S | ωB97M-V/def2-TZVPD

The total charge is 0. The HOMO-LUMO gap is 0.279 hartree. Its lowest unoccupied orbital energy is -2.16 eV. As for the total energy: -1406.9599 Eh. The maximum force comes out at 0.15 eV/Å.

Last column: Mulliken charge in e.
CARTESIAN COORDINATES (ANGSTROEM)
1 Au -0.62736 -1.41791 -0.04196  0.933
2 O -2.64878 -4.17312 1.59789  -0.559
3 S -1.37997 -3.58798 1.32929  1.116
4 O -0.19772 -4.27564 1.74338  -0.577
5 O -1.26083 -3.27385 -0.23577  -0.526
6 O -1.32745 -2.10363 1.77986  -0.745
7 C -0.38980 2.97862 3.51657  -0.474
8 C 0.26546 3.46793 2.39010  -0.560
9 C 0.43690 2.66660 1.27984  -0.292
10 C -0.05361 1.36095 1.30408  0.922
11 C -0.70719 0.86151 2.41919  -0.725
12 C -0.87251 1.68155 3.52695  -0.771
13 N 0.10227 0.51211 0.15682  0.204
14 N 0.73642 0.97624 -0.80940  -0.401
15 C 0.79586 0.13095 -1.91744  -0.020
16 C 1.47316 0.52898 -3.06356  -0.621
17 C 1.48322 -0.32830 -4.15109  -0.488
18 C 0.82394 -1.55148 -4.08396  -0.469
19 C 0.14734 -1.94939 -2.93112  -0.229
20 C 0.13498 -1.10050 -1.84753  0.215
21 H -0.52106 3.61311 4.38292  0.385
22 H 0.64193 4.48185 2.37849  0.362
23 H 0.93912 3.03840 0.39985  0.418
24 H -1.07640 -0.15331 2.44280  0.759
25 H -1.38047 1.29335 4.39895  0.412
26 H 1.97313 1.48790 -3.08583  0.440
27 H 2.00460 -0.04642 -5.05529  0.383
28 H 0.83908 -2.21126 -4.94170  0.387
29 H -0.35428 -2.90728 -2.88232  0.520

***

Record 4
C25H43F3N2O15P | ωB97M-V/def2-TZVPD

The total charge is +1. The HOMO-LUMO gap is 0.231 hartree. Its lowest unoccupied orbital energy is -5.42 eV. As for the total energy: -2857.2735 Eh. The maximum force comes out at 2.78 eV/Å.

Last column: Mulliken charge in e.
CARTESIAN COORDINATES (ANGSTROEM)
1 N 2.23418 -0.12469 3.88084  -0.518
2 P 1.44053 -1.38719 2.91273  0.195
3 O 1.83095 -1.04276 1.30951  -0.321
4 C -0.40773 -1.03986 3.13145  0.350
5 C -1.25483 -0.55418 2.03934  -0.461
6 N -2.60475 -0.27081 2.21890  0.054
7 C -3.25629 -0.42756 3.41355  0.277
8 C -4.75102 -0.08570 3.66849  -0.859
9 C -5.77190 -1.12687 3.05679  -0.710
10 C -7.12692 -0.94025 3.85111  0.800
11 F -7.31705 0.41319 4.09413  -0.286
12 F -8.20957 -1.41123 3.17964  -0.238
13 F -6.97955 -1.52684 5.09022  -0.257
14 C -2.48067 -0.93596 4.56292  -0.456
15 C -1.06048 -1.24870 4.45000  0.222
16 C -0.32693 -1.74020 5.72433  0.111
17 O 0.69372 -2.36491 5.71088  -0.378
18 O -0.89412 -1.37674 6.93437  -0.485
19 H 1.56093 0.05165 4.64251  0.322
20 H 2.19655 0.72367 3.29869  0.289
21 H 1.36338 -0.22130 1.05976  0.264
22 H -0.82128 -0.37148 1.02346  0.352
23 H -3.15586 0.08869 1.43254  0.329
24 H -4.91455 -0.08584 4.78031  0.374
25 H -4.96751 0.91447 3.21428  0.422
26 H -6.02600 -0.92750 1.98099  0.376
27 H -5.41525 -2.19212 3.10071  0.385
28 H -2.99147 -1.08309 5.53794  0.473
29 H -1.11139 -2.15813 7.47564  0.371
30 C 1.08514 -1.03001 -3.56236  -1.058
31 C -0.33139 -1.49058 -3.28223  -0.249
32 O -1.08875 -0.47283 -2.60620  -0.308
33 C -1.50008 0.54821 -3.36751  0.727
34 O -1.29775 0.68521 -4.54273  -0.540
35 O -2.15851 1.41556 -2.58053  -0.307
36 C -2.56027 2.61296 -3.25243  -0.654
37 H 1.57120 -0.69662 -2.64249  0.224
38 H 1.67190 -1.83774 -4.00148  0.411
39 H 1.09991 -0.18524 -4.25188  0.327
40 H -0.30311 -2.35265 -2.61370  0.307
41 H -0.84214 -1.80650 -4.19372  0.315
42 H -3.14235 2.38873 -4.14586  0.302
43 H -1.68239 3.20815 -3.50663  0.300
44 H -3.18267 3.18537 -2.56642  0.212
45 C 5.13181 2.98981 -6.12180  -1.040
46 C 4.02172 2.83730 -5.10065  -0.195
47 O 4.11310 1.58119 -4.41253  -0.308
48 C 5.07142 1.49766 -3.48432  0.712
49 O 5.84568 2.36886 -3.18287  -0.525
50 O 5.04716 0.26110 -2.96329  -0.294
51 C 6.10104 0.00609 -2.03375  -0.654
52 H 5.13901 2.14128 -6.80915  0.306
53 H 5.00451 3.91000 -6.69390  0.369
54 H 6.11118 3.01942 -5.64220  0.215
55 H 3.05874 2.84017 -5.61356  0.297
56 H 4.01091 3.66495 -4.38824  0.309
57 H 6.11958 0.75426 -1.24085  0.283
58 H 7.05822 -0.02241 -2.55622  0.306
59 H 5.91930 -0.96998 -1.58681  0.210
60 C 9.66598 4.44452 -1.60130  -1.247
61 C 8.50460 4.22501 -2.55187  0.001
62 O 8.33311 5.34463 -3.43041  -0.356
63 C 9.21863 5.43988 -4.42622  0.765
64 O 10.12725 4.68051 -4.64688  -0.554
65 O 8.93893 6.54658 -5.12791  -0.341
66 C 9.88065 6.82716 -6.16388  -0.639
67 H 9.54351 5.38361 -1.05709  0.303
68 H 9.73713 3.62444 -0.88459  0.382
69 H 10.61268 4.51006 -2.13936  0.327
70 H 7.58217 4.13610 -1.97771  0.296
71 H 8.61736 3.30220 -3.12362  0.256
72 H 10.00207 5.97326 -6.83046  0.291
73 H 10.83913 7.11157 -5.72734  0.294
74 H 9.49760 7.66722 -6.74088  0.228
75 C -9.27573 -3.56141 4.53877  -1.111
76 C -8.79940 -4.26198 3.27902  -0.065
77 O -8.14915 -5.50097 3.58507  -0.374
78 C -8.95955 -6.51253 3.92326  0.757
79 O -10.15999 -6.46963 3.98682  -0.536
80 O -8.19968 -7.57715 4.20598  -0.351
81 C -8.93723 -8.70251 4.68792  -0.631
82 H -8.45110 -3.43353 5.24163  0.230
83 H -9.69624 -2.58607 4.30509  0.315
84 H -10.04071 -4.14738 5.04962  0.426
85 H -8.05811 -3.64038 2.77817  0.217
86 H -9.61607 -4.42138 2.57175  0.304
87 H -9.73632 -8.97620 3.99926  0.296
88 H -9.34187 -8.48494 5.67730  0.295
89 H -8.24684 -9.54011 4.77018  0.227